No. 1
DFT (ωB97M-V/def2-TZVPD) results for 2 unconnected molecules or ions with the total composition C2HBrN2S in a non-equilibrium geometry.

Structure (XYZ):
```
7
Properties=species:S:1:pos:R:3:forces:R:3
S 0.589 3.074 -0.165 1.702 2.266 0.176
N -0.334 1.857 -0.145 -2.256 -3.082 -0.566
C -1.010 0.910 -0.298 0.221 0.453 0.472
Br -2.229 -0.385 0.023 0.262 0.409 -0.099
C 0.983 -1.849 0.288 4.184 1.792 -2.270
N 1.896 -1.430 -0.272 -0.310 -0.243 0.597
H 0.105 -2.177 0.569 -3.802 -1.595 1.690
```
Forces are in eV/Å.

Values from the calculation:
SMILES string: [S-][N+]#CBr.C#N
Gap between HOMO and LUMO in Eh: 0.2986

No. 2
DFT (ωB97M-V/def2-TZVPD) results for a molecular structure, C2HBrOS2 in a non-equilibrium geometry.

Structure (XYZ):
```
7
Properties=species:S:1:pos:R:3:forces:R:3
C 2.213 -0.521 -0.480 -0.350 1.572 -0.420
C -1.793 0.212 0.537 0.136 0.368 1.195
O 1.950 -1.177 0.419 0.108 -1.056 0.502
S 2.426 0.577 -1.580 0.289 -0.525 -0.108
S -1.493 -1.181 -0.146 -0.350 -0.445 0.112
Br -0.968 1.796 -0.331 -0.924 -0.458 1.061
H -2.334 0.293 1.581 1.091 0.544 -2.341
```
Forces are in eV/Å.

Values from the calculation:
Gap between HOMO and LUMO in Eh: 0.3141

No. 3
DFT (ωB97M-V/def2-TZVPD) results for 2 unconnected molecules or ions with the total composition C2HCl2NO in a non-equilibrium geometry.

Structure (XYZ):
```
7
Properties=species:S:1:pos:R:3:forces:R:3
C -1.104 0.152 0.362 -2.958 -4.109 4.323
C 1.082 -0.982 0.375 -1.022 -0.336 2.545
N -1.070 0.835 -0.551 0.375 0.103 0.536
O -0.660 1.544 -1.353 0.961 2.976 -3.993
Cl 1.572 -1.186 -1.157 0.949 0.355 -1.699
Cl 2.007 0.112 1.360 0.148 -0.079 -0.749
H -1.827 -0.475 0.965 1.546 1.089 -0.963
```
Forces are in eV/Å.

Values from the calculation:
Gap between HOMO and LUMO in Eh: 0.2890

No. 4
DFT (ωB97M-V/def2-TZVPD) results for a single C2HClF2O2 molecule in a non-equilibrium geometry.

Structure (XYZ):
```
8
Properties=species:S:1:pos:R:3:forces:R:3
O 0.528 -0.134 -2.097 0.369 -1.187 -2.124
C 0.350 0.689 -1.296 -0.894 -1.309 2.003
O 0.601 1.961 -1.211 0.938 3.345 -1.471
F 0.993 2.597 -2.436 -0.170 -0.991 0.633
C -0.229 0.458 0.116 1.189 4.048 0.446
F 0.753 1.038 0.947 -0.531 -0.277 0.146
Cl -1.691 1.494 0.235 0.098 -1.104 0.300
H -0.271 -0.485 0.515 -0.999 -2.525 0.066
```
Forces are in eV/Å.

Values from the calculation:
SMILES string: O=C(OF)[C@@H](F)Cl
Gap between HOMO and LUMO in Eh: 0.3993

No. 5
DFT (ωB97M-V/def2-TZVPD) results for 2 unconnected molecules or ions with the total composition C2HClF2S in a non-equilibrium geometry.

Structure (XYZ):
```
7
Properties=species:S:1:pos:R:3:forces:R:3
C -0.408 0.502 -0.023 -2.451 -2.472 3.214
C 0.467 1.248 -0.807 2.694 1.034 -3.551
F 1.761 1.418 -0.531 -1.724 -0.695 -0.176
F -0.009 2.328 -1.359 0.605 -0.241 0.176
S -1.987 0.853 -0.147 0.203 -0.314 0.274
Cl 0.324 -0.191 -2.748 0.407 1.227 1.958
H -0.121 -0.283 0.782 0.267 1.462 -1.896
```
Forces are in eV/Å.

Values from the calculation:
Gap between HOMO and LUMO in Eh: 0.2656

No. 6
DFT (ωB97M-V/def2-TZVPD) results for a molecular structure, C2HClF3O2S in a non-equilibrium geometry.

Structure (XYZ):
```
10
Properties=species:S:1:pos:R:3:forces:R:3
C -1.981 0.336 -0.091 0.142 -0.460 1.578
C -1.072 -0.723 -0.671 2.231 3.026 -2.176
O 4.000 0.187 -0.198 1.412 0.111 -1.616
O 3.250 -1.008 1.798 0.241 -1.762 1.371
F -3.237 0.164 -0.499 -1.485 -0.334 -0.559
F -2.008 0.267 1.283 0.139 -0.197 -0.282
F -1.024 -0.351 -2.049 -0.795 -1.314 1.212
S 3.091 0.136 0.930 -1.192 1.735 0.237
Cl 0.711 -0.371 -0.170 -1.367 -0.888 0.587
H -1.728 1.362 -0.332 0.675 0.084 -0.352
```
Forces are in eV/Å.

Values from the calculation:
Multiplicity: 3
Charge: -1
Gap between HOMO and LUMO (alpha / beta) in Eh: 0.1937 / 0.2504

No. 7
DFT (ωB97M-V/def2-TZVPD) results for a molecular structure, C2HClFO2 in a non-equilibrium geometry.

Structure (XYZ):
```
7
Properties=species:S:1:pos:R:3:forces:R:3
C -0.384 0.108 -1.178 -0.341 -0.548 3.078
C 0.174 -0.179 0.687 0.994 -0.113 -2.438
O -1.401 -0.494 -1.377 -1.004 -0.677 -0.608
O 0.411 0.826 -1.701 1.160 0.775 -0.678
F -0.494 -0.995 1.567 -0.458 0.020 -0.042
Cl 0.528 1.374 1.485 -0.041 0.380 0.373
H 1.166 -0.640 0.517 -0.311 0.163 0.315
```
Forces are in eV/Å.

Values from the calculation:
Charge: -1
Gap between HOMO and LUMO in Eh: 0.2797

No. 8
DFT (ωB97M-V/def2-TZVPD) results for a molecular structure, C2HClIO2P in a non-equilibrium geometry.

Structure (XYZ):
```
8
Properties=species:S:1:pos:R:3:forces:R:3
C -1.749 -0.382 -0.046 4.425 0.252 -0.104
C -0.965 0.513 -0.577 0.296 0.016 0.408
O 2.042 -0.777 -0.206 0.389 -0.330 -0.023
O -0.094 1.234 -0.901 -1.215 -0.004 -0.235
P 2.116 0.678 -0.202 1.352 0.172 -1.726
Cl 1.861 1.360 1.640 -0.342 0.508 1.709
I -0.499 -2.035 0.414 -0.854 -0.268 0.256
H -2.711 -0.591 -0.120 -4.051 -0.345 -0.285
```
Forces are in eV/Å.

Values from the calculation:
Gap between HOMO and LUMO in Eh: 0.2946

No. 9
DFT (ωB97M-V/def2-TZVPD) results for a single C2HClN2O2 molecule in a non-equilibrium geometry.

Structure (XYZ):
```
8
Properties=species:S:1:pos:R:3:forces:R:3
N -2.296 -0.741 -1.333 -1.794 -0.314 -1.058
C -1.316 -0.611 -0.780 5.759 1.126 3.279
C 0.161 -0.348 0.312 -2.659 -4.201 -2.760
Cl 1.337 -1.733 0.277 -0.895 1.412 -0.579
N 0.735 0.994 0.082 -3.580 0.218 3.034
O 0.006 1.789 0.665 0.302 0.500 -0.547
O 1.743 1.191 -0.448 2.729 0.139 -1.871
H -0.370 -0.542 1.224 0.137 1.119 0.502
```
Forces are in eV/Å.

Values from the calculation:
SMILES string: N#C[C@@H](Cl)[N+](=O)[O-]
Gap between HOMO and LUMO in Eh: 0.3999

No. 10
DFT (ωB97M-V/def2-TZVPD) results for 2 unconnected molecules or ions with the total composition C2HClN2OS in a non-equilibrium geometry.

Structure (XYZ):
```
8
Properties=species:S:1:pos:R:3:forces:R:3
N -0.424 1.609 -0.189 -2.552 1.437 0.459
N -1.541 1.435 -0.200 4.157 0.130 0.537
S -2.973 0.909 -0.044 -2.426 -0.420 -0.099
O 0.625 0.200 -1.571 1.785 -2.393 0.021
C 1.049 -0.481 -0.708 -1.272 2.264 -2.037
C 1.241 -1.019 0.451 2.699 -1.511 1.758
Cl -0.199 -1.273 1.337 -0.655 -0.233 0.543
H 2.222 -1.380 0.923 -1.737 0.726 -1.181
```
Forces are in eV/Å.

Values from the calculation:
SMILES string: N#[N+][S-].O=C=CCl
Gap between HOMO and LUMO in Eh: 0.3267

No. 11
DFT (ωB97M-V/def2-TZVPD) results for a single C2HClN2OS molecule in a non-equilibrium geometry.

Structure (XYZ):
```
8
Properties=species:S:1:pos:R:3:forces:R:3
S -1.483 -1.462 -0.001 0.130 0.137 0.040
C -0.369 -0.119 0.008 -0.353 0.428 -0.196
N -0.696 1.154 0.001 -0.206 -0.801 -0.189
O 0.458 1.857 -0.028 0.831 -1.229 0.520
N 1.544 1.008 0.033 -0.898 -0.939 -0.611
C 1.037 -0.224 -0.010 0.858 2.690 0.429
Cl 2.034 -1.580 -0.007 0.009 -0.310 0.015
H -2.524 -0.634 0.003 -0.371 0.024 -0.008
```
Forces are in eV/Å.

Values from the calculation:
SMILES string: Sc1nonc1Cl
Gap between HOMO and LUMO in Eh: 0.3706

No. 12
DFT (ωB97M-V/def2-TZVPD) results for a single C2HClN2OS molecule in a non-equilibrium geometry.

Structure (XYZ):
```
8
Properties=species:S:1:pos:R:3:forces:R:3
S -1.313 -1.644 0.296 -0.530 -0.321 0.442
C -0.084 -0.530 -0.109 0.303 1.420 0.315
O 0.856 -0.940 -0.935 0.237 -0.177 -0.387
N 1.685 0.159 -1.217 0.617 0.411 0.086
N 1.296 1.155 -0.560 -0.916 -0.779 0.244
C 0.177 0.790 0.167 -0.686 0.399 -0.027
Cl -0.853 1.925 1.023 0.945 -0.888 -0.507
H -1.765 -0.916 1.336 0.031 -0.065 -0.166
```
Forces are in eV/Å.

Values from the calculation:
SMILES string: Sc1onnc1Cl
Gap between HOMO and LUMO in Eh: 0.3620

No. 13
DFT (ωB97M-V/def2-TZVPD) results for 2 unconnected molecules or ions with the total composition C2HClNO2 in a non-equilibrium geometry.

Structure (XYZ):
```
7
Properties=species:S:1:pos:R:3:forces:R:3
C 1.188 -0.969 0.451 -1.796 -0.015 0.080
C 2.220 -0.786 -0.525 -0.576 -1.438 0.800
N -1.309 0.944 -0.379 -0.030 0.025 0.031
O 2.531 -0.309 0.640 1.214 1.119 1.365
O 2.797 -0.942 -1.544 0.696 0.083 -1.847
Cl 1.204 -2.723 1.215 0.305 0.368 -0.393
H -1.085 0.614 0.574 0.188 -0.142 -0.035
```
Forces are in eV/Å.

Values from the calculation:
Charge: -1
Gap between HOMO and LUMO (alpha / beta) in Eh: 0.2337 / 0.2290

No. 14
DFT (ωB97M-V/def2-TZVPD) results for a single C2HClO molecule in a non-equilibrium geometry.

Structure (XYZ):
```
5
Properties=species:S:1:pos:R:3:forces:R:3
O 0.029 -2.481 1.395 0.603 2.279 -1.147
C 0.284 -1.437 0.908 -0.326 -1.326 1.370
C 0.472 -0.205 0.419 0.949 -1.870 0.847
Cl 2.091 0.503 0.765 -1.574 -0.297 -0.600
H -0.196 -0.114 -0.420 0.348 1.214 -0.470
```
Forces are in eV/Å.

Values from the calculation:
SMILES string: O=C=CCl
Gap between HOMO and LUMO in Eh: 0.3436

No. 15
DFT (ωB97M-V/def2-TZVPD) results for 2 unconnected molecules or ions with the total composition C2HClO2 in a non-equilibrium geometry.

Structure (XYZ):
```
6
Properties=species:S:1:pos:R:3:forces:R:3
C -1.845 -0.874 -0.321 0.155 0.235 -0.506
C 1.738 1.270 -0.003 -1.222 0.357 1.479
O -1.916 -0.976 -1.458 -0.216 -0.332 -1.672
O -1.749 -0.728 0.807 0.090 0.111 2.173
Cl 2.665 -0.049 0.073 1.322 -1.283 -0.609
H 1.107 1.357 0.901 -0.128 0.912 -0.865
```
Forces are in eV/Å.

Values from the calculation:
Multiplicity: 3
Gap between HOMO and LUMO (alpha / beta) in Eh: 0.3311 / 0.4154

No. 16
DFT (ωB97M-V/def2-TZVPD) results for 2 unconnected molecules or ions with the total composition C2HClS2 in a non-equilibrium geometry.

Structure (XYZ):
```
6
Properties=species:S:1:pos:R:3:forces:R:3
C -0.362 -0.327 -1.198 0.884 4.577 -1.049
C -1.470 1.529 -1.228 6.374 -0.397 0.880
S 1.127 -0.388 -1.683 -0.232 0.120 0.117
S -0.733 2.962 -1.058 -0.901 -1.636 -0.312
Cl -2.932 1.007 -1.396 -4.305 -0.868 -0.484
H -0.960 -1.090 -0.870 -1.820 -1.795 0.847
```
Forces are in eV/Å.

Values from the calculation:
Gap between HOMO and LUMO in Eh: 0.2691

No. 17
DFT (ωB97M-V/def2-TZVPD) results for 2 unconnected molecules or ions with the total composition C2HF.

Structure (XYZ):
```
4
Properties=species:S:1:pos:R:3:forces:R:3
C 0.657 0.459 0.233 0.632 0.346 -0.269
C 1.355 1.008 -2.466 -0.263 -0.432 0.335
F 0.911 0.003 -3.098 0.166 0.339 0.196
H -0.152 0.069 -0.401 -0.534 -0.252 -0.263
```
Forces are in eV/Å.

Values from the calculation:
Multiplicity: 3
Gap between HOMO and LUMO (alpha / beta) in Eh: 0.2900 / 0.3466

No. 18
DFT (ωB97M-V/def2-TZVPD) results for a single C2HF2I3 molecule in a non-equilibrium geometry.

Structure (XYZ):
```
8
Properties=species:S:1:pos:R:3:forces:R:3
C 1.048 -1.334 -0.606 -0.554 2.118 0.961
C 0.445 -0.202 -0.972 -0.693 1.969 1.192
F 1.272 -2.300 -1.483 0.606 -0.556 0.315
F 0.065 0.311 -2.165 0.362 -1.260 0.935
I -2.669 0.097 0.938 0.908 0.412 -0.117
I -1.323 3.344 2.975 0.275 -0.514 -0.524
I -0.230 1.387 0.821 -0.448 -1.058 -0.772
H 1.393 -1.303 0.492 -0.456 -1.110 -1.990
```
Forces are in eV/Å.

Values from the calculation:
Gap between HOMO and LUMO (alpha / beta) in Eh: 0.1949 / 0.1949

No. 19
DFT (ωB97M-V/def2-TZVPD) results for 2 unconnected molecules or ions with the total composition C2HF2N2O2 in a non-equilibrium geometry.

Structure (XYZ):
```
9
Properties=species:S:1:pos:R:3:forces:R:3
C -0.427 1.493 -1.257 -0.179 1.299 -2.272
C 0.137 -1.458 0.510 0.602 0.317 -0.775
N -0.173 2.020 -2.295 0.352 -0.731 1.153
N -1.046 1.050 -0.223 -0.642 -0.107 0.910
O -0.125 0.610 0.804 1.308 0.399 0.467
O -0.607 -1.537 -0.408 1.368 -0.722 1.104
F 1.521 -1.270 0.499 -1.100 -0.151 -0.823
F -0.032 -1.946 1.741 -0.779 0.160 0.047
H 0.751 1.038 0.629 -0.930 -0.464 0.189
```
Forces are in eV/Å.

Values from the calculation:
Charge: -1
Gap between HOMO and LUMO in Eh: 0.2568

No. 20
DFT (ωB97M-V/def2-TZVPD) results for 2 unconnected molecules or ions with the total composition C2HF2N3 in a non-equilibrium geometry.

Structure (XYZ):
```
8
Properties=species:S:1:pos:R:3:forces:R:3
C -1.708 1.205 -0.365 -0.943 0.539 -1.337
C -4.325 -0.962 -0.099 0.190 -0.290 -0.207
N -1.399 0.234 0.274 0.116 -0.477 -0.435
N -3.985 -1.887 -0.702 -0.259 0.667 0.485
N -0.794 -0.848 0.337 1.055 0.120 0.902
F -2.148 2.418 -0.167 0.439 -0.316 0.935
F -4.680 0.059 0.573 0.060 -0.358 -0.261
H -1.375 -1.637 0.595 -0.659 0.115 -0.083
```
Forces are in eV/Å.

Values from the calculation:
Gap between HOMO and LUMO in Eh: 0.3194

In kcal/mol, the ΔE to the lowest compared entry with this formula, charge and spin values for the records above are, in order, 59.88; 9.20; 136.98; 104.96; 43.73; 0.00; 11.23; 37.41; 121.93; 47.62; 39.87; 28.86; 176.21; 7.46; 0.84; 52.53; 49.34; 30.28; 0.00; 71.47.